Record 1
102
Properties=species:S:1:pos:R:3:mulliken_charge:R:1 method="wB97M-V/def2-TZVPD" e_lumo_ev=-0.15
C 1.56870 -4.29863 -2.37142 -1.17
C 2.39703 -2.95044 -2.24989 0.34
O 3.03360 -2.65940 -3.50670 -0.40
C 3.81155 -1.43944 -3.38748 -0.36
C 3.27864 -0.45600 -4.49174 -0.76
C 1.70506 -0.21396 -4.35136 -0.24
C 1.33970 1.31314 -4.59741 -0.89
C 1.30452 2.16466 -3.25800 -0.80
C -0.16666 2.26192 -2.70546 0.68
C -1.25389 2.71645 -3.60177 -0.60
C -2.60200 2.74358 -3.04763 0.55
C -2.88562 2.33897 -1.64831 -0.85
C -1.78102 1.93615 -0.77369 0.97
P -2.27853 1.50723 0.99675 0.24
O -3.17331 0.05520 0.99449 -0.43
I -0.21122 1.17663 2.34774 -0.17
C -0.41186 1.89122 -1.29862 -0.85
N -4.23799 2.33042 -1.12083 -0.14
C -5.15893 1.60065 -1.99481 -0.72
C -6.01019 0.53190 -1.45518 -0.45
C -6.94111 -0.20860 -2.34026 0.89
C -7.80772 -1.38397 -1.74115 -0.03
Br -8.05416 -1.27096 0.20955 -0.16
C -9.17305 -1.61474 -2.52654 -0.52
C -9.09657 -3.04083 -3.23839 -1.12
C -7.02357 0.17910 -3.76335 -0.41
C -6.18383 1.24532 -4.33768 -0.38
O -6.28467 1.58766 -5.68534 -0.58
C -5.25574 1.91715 -3.44102 0.59
S -4.09597 3.22968 -3.99849 -0.28
H 1.23045 -4.50476 -3.41915 0.30
H 2.20591 -5.14896 -2.01055 0.29
H 0.66790 -4.17526 -1.70466 0.32
H 1.69265 -2.12969 -1.92538 0.13
H 3.15948 -3.10427 -1.43385 0.00
H 3.69638 -1.03140 -2.34600 0.42
H 4.89353 -1.69563 -3.59289 0.14
H 3.74893 0.56983 -4.42019 0.39
H 3.46577 -0.87297 -5.52184 0.30
H 1.26978 -0.63577 -3.41145 0.06
H 1.23944 -0.78215 -5.20983 0.26
H 2.11287 1.69728 -5.32616 0.33
H 0.36634 1.32220 -5.15677 0.48
H 1.97973 1.61902 -2.53431 0.23
H 1.76917 3.18496 -3.37833 0.38
H -1.06011 3.02442 -4.65414 0.45
H -2.55995 -0.64467 0.69480 0.34
H 0.42272 1.57654 -0.62424 -0.01
H -4.61118 3.29021 -1.08447 0.32
H -5.87930 0.30198 -0.37368 0.24
H -7.19030 -2.31125 -1.92614 0.36
H -9.96320 -1.72057 -1.72712 0.34
H -9.41306 -0.78745 -3.23502 0.39
H -10.04938 -3.30070 -3.77157 0.34
H -8.22062 -3.01002 -3.95279 0.29
H -8.83571 -3.84023 -2.48589 0.33
H -7.74353 -0.37617 -4.41015 0.28
H -5.40524 1.55383 -6.10397 0.33
C -3.06274 2.32309 5.39086 -0.97
C -1.76124 2.46474 6.16861 -0.32
N -1.93062 2.98827 7.51652 0.11
C -0.67035 3.35473 8.15139 -0.67
C 0.33334 2.23703 8.44365 -0.95
C -2.86971 2.27263 8.36875 -0.70
C -2.60003 0.78902 8.63531 -0.94
H -3.59086 3.27709 5.32752 0.33
H -2.84905 1.99018 4.37188 0.00
H -3.73048 1.58363 5.83776 0.29
H -1.12487 3.15294 5.60243 0.42
H -1.24511 1.49360 6.17046 0.21
H -0.87952 3.89049 9.08303 0.34
H -0.17489 4.09271 7.51094 0.39
H 0.03905 1.64439 9.30980 0.23
H 1.30983 2.67108 8.67611 0.40
H 0.47334 1.56709 7.59319 0.26
H -3.86767 2.36240 7.92885 0.38
H -2.95447 2.79360 9.32772 0.35
H -2.29367 0.25001 7.73756 0.23
H -3.51238 0.31256 9.00474 0.37
H -1.83982 0.64804 9.40289 0.28
C 5.88455 -3.27807 0.66901 -1.61
C 6.53585 -2.64604 -0.55385 0.02
N 6.97923 -1.27238 -0.34945 0.14
C 7.36759 -0.60368 -1.58818 -0.11
C 8.58372 -1.15203 -2.33781 -1.11
C 7.87032 -1.04756 0.78057 -0.70
C 9.19417 -1.81657 0.80643 -0.96
H 5.03120 -2.68764 1.01092 0.31
H 5.52177 -4.27756 0.41782 0.42
H 6.58636 -3.38919 1.49785 0.42
H 5.78810 -2.65809 -1.35395 0.22
H 7.36021 -3.29273 -0.88694 0.20
H 7.52865 0.46093 -1.39011 0.40
H 6.51111 -0.63317 -2.27020 -0.25
H 9.51895 -0.86584 -1.85701 0.28
H 8.61000 -0.73718 -3.34935 0.45
H 8.55983 -2.23889 -2.43646 0.26
H 7.32366 -1.28205 1.69917 0.39
H 8.08253 0.02293 0.86397 0.35
H 9.07860 -2.86165 0.51519 0.25
H 9.60323 -1.80538 1.82044 0.37
H 9.94172 -1.35590 0.16176 0.28

Record 2
105
Properties=species:S:1:pos:R:3:mulliken_charge:R:1 method="wB97M-V/def2-TZVPD" total_charge=-1 e_lumo_ev=2.28
C -3.68832 -2.53418 1.80225 -0.93
C -3.13647 -1.12588 1.12260 1.29
C -4.40894 -0.10372 1.06114 -0.84
C -4.05569 1.47810 0.86709 -0.59
C -2.58419 1.81774 0.23414 -0.22
C -2.41952 1.56052 -1.37310 -0.05
O -1.49622 0.53907 -1.79318 -0.37
C -0.08218 0.84456 -1.75716 1.93
C 0.40259 2.30367 -2.28962 -1.08
C 2.01267 2.52579 -2.45181 -0.28
C 2.37147 4.09069 -2.02566 -0.87
C 2.68037 4.24893 -0.40918 -0.37
C 1.33550 4.40780 0.51785 0.04
C 1.62843 4.74783 2.09593 -0.87
C 2.29562 3.52199 2.95690 0.44
C 3.51256 4.09502 3.94688 -0.80
C 2.96444 4.67722 5.37825 -0.41
O 1.75312 4.00655 5.89304 -0.35
C 0.53368 4.77863 5.59247 -0.60
C 0.61702 -0.26229 -2.80702 -0.78
O 1.54922 -1.18858 -2.09581 -0.33
C 0.95680 -2.52644 -1.94519 0.70
P 0.93711 -3.59485 -3.52684 0.53
N 2.12043 -3.16425 -4.54223 -0.81
C 1.81197 -3.39604 -0.80918 -0.14
Cl 3.66583 -3.34069 -0.89272 -0.20
C 1.19777 -4.21792 0.26910 0.30
C 2.07214 -5.04647 1.42155 -1.03
Cl -0.65326 -4.36334 0.40356 -0.21
C 0.55207 0.41423 -0.27072 -0.79
O -0.03758 -0.59616 0.42728 -0.10
O 1.67850 1.08232 0.39051 -0.68
N -3.81643 1.12238 -1.86967 0.31
C -3.74260 -0.05504 -2.80512 -0.86
C -4.48983 2.22278 -2.65782 0.54
C -5.95680 2.84850 -2.15348 -1.01
O -4.03154 2.74871 -3.81974 -0.56
H -3.17887 -3.49855 1.37504 0.10
H -3.41178 -2.47680 2.95282 0.19
H -4.85737 -2.65829 1.63057 0.35
H -2.28863 -0.69064 1.81313 -0.34
H -2.67523 -1.26143 0.05645 -0.36
H -4.99542 -0.21378 2.08928 0.36
H -5.14809 -0.51654 0.22249 0.21
H -4.05164 1.95103 1.96400 0.40
H -4.96038 2.03358 0.32047 0.07
H -1.78987 1.29616 0.91646 -0.06
H -2.42463 2.98894 0.41294 0.29
H -2.29221 2.63287 -1.88236 0.22
H -0.09053 2.49478 -3.35471 0.29
H -0.03771 3.14319 -1.58372 0.31
H 2.69091 1.72894 -1.92784 0.21
H 2.26585 2.45945 -3.61518 0.35
H 3.35534 4.48516 -2.57428 0.36
H 1.51349 4.83822 -2.38440 0.24
H 3.35651 3.33278 -0.11451 0.18
H 3.28330 5.27183 -0.29323 0.34
H 0.60332 3.48559 0.47819 -0.29
H 0.72344 5.33679 0.08734 0.35
H 2.31316 5.69332 2.21416 0.28
H 0.58156 5.02520 2.57886 0.20
H 1.51868 2.85624 3.54606 -0.01
H 2.83733 2.79875 2.19613 0.09
H 4.29556 3.22322 4.06964 0.34
H 4.06802 4.92829 3.29903 0.29
H 3.80725 4.51446 6.19491 0.27
H 2.84492 5.85268 5.27536 0.29
H 0.69690 5.70249 4.88988 0.29
H 0.06077 5.11552 6.63121 0.23
H -0.27174 4.08975 5.05368 0.19
H -0.24190 -0.97531 -3.23168 0.08
H 1.09170 0.24523 -3.74872 0.11
H -0.15689 -2.36141 -1.54952 -0.21
H -0.34696 -3.36553 -4.19044 0.03
H 0.99095 -4.99514 -3.18183 0.00
H 2.69470 -2.39817 -4.11502 0.30
H 2.54902 -5.97352 0.87649 0.26
H 2.91530 -4.30813 1.79015 0.31
H 1.41394 -5.34544 2.36184 0.32
H -3.10812 0.13472 -3.79233 0.25
H -4.85629 -0.22544 -3.20381 0.32
H -3.46494 -1.08705 -2.28027 0.25
H -5.85112 3.87374 -1.60023 0.25
H -6.60789 2.96075 -3.14045 0.31
H -6.51323 2.01505 -1.50839 0.29
N 2.96078 -8.90700 -5.72113 0.03
C 2.96970 -8.73934 -4.36085 -0.76
C 2.59966 -7.44100 -4.08959 -0.10
C 2.35318 -6.80494 -5.32972 -0.12
C 2.58093 -7.73409 -6.32005 -0.80
H 3.19663 -9.76256 -6.20695 0.19
H 3.23941 -9.55559 -3.70420 0.36
H 2.51511 -7.00000 -3.10486 0.46
H 2.04232 -5.77969 -5.48375 0.36
H 2.50669 -7.66083 -7.39684 0.36
N 0.11777 -1.01454 3.62412 0.19
C 0.84077 -0.17300 4.42887 -0.49
C 0.42625 -0.36580 5.72780 -0.64
C -0.57796 -1.36297 5.70633 -0.61
C -0.74628 -1.74789 4.39506 -0.46
H 0.20828 -1.08424 2.61884 0.20
H 1.58518 0.49033 4.00929 0.55
H 0.80694 0.15459 6.59705 0.41
H -1.11953 -1.75823 6.55601 0.42
H -1.40610 -2.47797 3.94563 0.41

Record 3
100
Properties=species:S:1:pos:R:3:mulliken_spin:R:1 method="wB97M-V/def2-TZVPD" total_charge=+1 e_lumo_ev="-2.31 / -5.51" multiplicity=8 e_above_lowest_kj_mol=15.77
O 0.80538 -2.38381 -1.46459 0.01
O -2.64020 -2.23217 -5.25774 0.00
C 2.16973 -2.89492 -1.89344 0.00
C 2.76416 -3.75447 -0.85998 0.00
H 2.69218 -1.95885 -2.05838 0.00
H 2.04492 -3.40322 -2.86208 0.00
H 2.75106 -3.27851 0.12401 0.00
H 3.77200 -3.99312 -1.15824 0.00
H 2.24702 -4.71706 -0.74078 0.00
C -0.21833 -3.42757 -1.26860 0.00
C -0.37444 -4.36762 -2.43616 0.00
H -1.19055 -2.90104 -1.09145 0.00
H 0.00702 -3.95702 -0.35459 0.00
H -0.72530 -3.93156 -3.39123 0.00
H -1.15181 -5.09190 -2.17385 0.00
H 0.55851 -4.92356 -2.65925 0.00
C -3.21316 -1.84776 -4.03333 0.00
C -1.63921 -1.32103 -5.65992 0.00
C -4.04147 -2.91583 -3.34931 0.00
H -3.87780 -0.97155 -4.15607 0.00
H -2.40605 -1.52993 -3.35674 0.00
H -4.63057 -3.56438 -4.01432 0.00
H -4.78549 -2.43785 -2.68973 0.00
H -3.36739 -3.53237 -2.74970 0.00
C -0.84642 -1.71594 -6.89085 0.00
H -0.96267 -1.20823 -4.80683 0.00
H -2.06986 -0.33361 -5.86403 0.00
H -0.18235 -2.56365 -6.66907 0.00
H -0.21942 -0.87320 -7.18916 0.00
H -1.47082 -1.99575 -7.76536 0.00
H 0.65451 -1.03385 -1.57322 0.01
N 1.68383 1.31607 2.30735 0.21
C 1.46276 2.57436 2.71442 -0.02
C 0.27676 3.27668 2.50081 0.01
C -0.99241 2.76736 2.25082 -0.03
C 2.58410 3.27053 3.44141 0.01
H 3.50356 3.30056 2.84393 0.00
H 2.82855 2.82638 4.41971 0.00
H 2.30744 4.30615 3.64144 0.00
C -2.11701 3.78937 2.33123 0.00
H -2.66679 3.68911 3.28535 0.00
H -2.83288 3.71204 1.50148 0.00
H -1.67688 4.80949 2.31809 0.00
N -1.27321 1.46701 2.04000 0.11
C 2.86591 0.59117 2.64901 0.01
C 3.92256 0.52744 1.73557 0.01
C 3.85298 1.26064 0.41511 0.00
C 5.02793 -0.25870 2.05513 -0.01
H 5.83257 -0.31573 1.33453 0.00
C 5.08715 -0.91586 3.27480 0.02
H 5.94129 -1.54123 3.48991 0.00
C 4.03428 -0.84128 4.16600 -0.01
H 4.07835 -1.37416 5.12948 0.00
C 2.91774 -0.08878 3.89176 0.02
C 1.74793 -0.05356 4.81876 0.00
C -2.56939 0.97766 2.38942 -0.02
C -3.49357 0.68719 1.37995 0.00
C -3.14486 0.93783 -0.06029 0.00
C -4.76640 0.26041 1.74376 0.00
H -5.50333 0.09449 0.94763 0.00
C -5.10424 0.11023 3.08507 0.00
H -6.09894 -0.25616 3.35742 0.00
C -4.14415 0.32329 4.06982 0.00
H -4.40753 0.18888 5.14397 0.00
C -2.87510 0.75709 3.75701 0.00
C -1.86354 1.02949 4.83042 0.00
Gd 0.33871 0.00560 0.95658 6.55
H 3.29348 0.66975 -0.32693 0.00
H 4.86995 1.39164 0.02684 0.00
H 3.40524 2.25850 0.50177 0.00
H 1.40518 0.96728 5.02531 0.00
H 2.05455 -0.48244 5.78323 0.00
H 0.90190 -0.66558 4.45833 0.00
H -4.05167 0.78043 -0.66001 0.00
H -2.38608 0.21506 -0.42368 0.00
H -2.78281 1.96112 -0.23335 0.00
H -0.97292 0.40214 4.72259 0.00
H -2.31285 0.78311 5.80116 0.00
H -1.54398 2.07917 4.88297 0.00
H 0.36922 4.37360 2.63543 0.00
C 0.78953 0.22608 -1.82188 0.01
Si 0.52295 2.11130 -2.21241 0.00
H 1.86838 0.06902 -2.08303 0.00
H 0.31830 -0.01565 -2.79084 0.00
C 1.65518 2.43860 -3.71308 0.00
C 0.89947 3.42539 -0.94038 0.01
C -1.24674 2.30104 -2.85059 0.00
H -1.64279 1.33610 -3.18641 0.00
H -1.31886 2.99782 -3.70389 0.00
H -1.92235 2.70611 -2.08627 0.00
H 2.67068 2.05865 -3.53379 0.00
H 1.76402 3.50679 -3.96917 0.00
H 1.26517 1.96108 -4.62106 0.00
H 1.72033 3.12641 -0.27157 0.00
H 0.00369 3.66798 -0.35645 0.00
H 1.20429 4.36185 -1.44453 0.00
O -0.07946 -1.78766 2.26935 0.05
C 1.01236 -2.33623 1.89650 0.01
O 1.75562 -1.74151 1.06209 0.04
H 1.29363 -3.29665 2.32097 0.00

Record 4
100
Properties=species:S:1:pos:R:3:mulliken_spin:R:1 method="wB97M-V/def2-TZVPD" total_charge=-1 e_lumo_ev="2.07 / 1.94" multiplicity=6 e_above_lowest_kj_mol=0.00
Mn 0.49752 -0.54016 0.10246 4.42
C 4.95212 2.48144 2.61246 0.00
C 5.03222 0.98084 2.88986 0.00
N 3.77992 0.41044 3.30886 0.00
C 2.86852 -0.14016 2.45316 0.01
S 3.29132 -0.41336 0.81936 0.03
N 1.73442 -0.50616 2.99726 0.02
N 0.81982 -1.08996 2.18086 0.05
C -0.09438 -1.83966 2.78166 0.01
C -0.04548 -2.09586 4.26486 0.00
C -1.14528 -2.38636 1.99166 0.09
C -2.14078 -3.23876 2.52576 0.00
C -3.15848 -3.69186 1.73166 0.00
C -3.18818 -3.30486 0.38236 0.01
C -2.19748 -2.46006 -0.07314 0.07
N -1.20228 -1.99636 0.67686 -0.10
H 5.90432 2.83954 2.22746 0.00
H 4.70802 3.03574 3.51926 0.00
H 4.18132 2.66794 1.86936 0.00
H 5.78232 0.77864 3.66456 0.00
H 5.31902 0.46084 1.97416 0.00
H 3.38222 0.75064 4.17136 0.00
H 0.81412 -1.56796 4.67146 0.00
H 0.06392 -3.16156 4.46816 0.00
H -0.95058 -1.73546 4.75416 0.00
H -2.09908 -3.51756 3.56926 0.00
H -3.93788 -4.32646 2.13526 0.00
H -3.96728 -3.65516 -0.27914 0.00
H -2.18358 -2.13776 -1.10704 -0.02
C -3.36638 2.69594 2.13076 0.01
C -2.65578 1.40334 1.71966 -0.01
C -2.32688 0.66124 3.01716 0.01
C -3.68128 0.53314 0.99086 0.02
Si -0.94738 1.58944 0.56336 0.15
C -1.64718 2.28094 -1.24014 -0.05
C -0.51648 2.98534 -1.98724 0.01
C -2.83258 3.24154 -1.21634 0.00
C -2.02268 1.04604 -2.06654 0.04
C 0.10082 3.10564 1.46916 -0.02
C -0.51598 4.49624 1.33206 0.00
C 0.28292 2.80554 2.95876 0.01
C 1.51172 3.15414 0.87676 0.00
H -4.30248 2.44844 2.63736 0.00
H -3.60798 3.32194 1.28016 0.00
H -2.76378 3.26484 2.83156 0.00
H -3.24418 0.42894 3.56536 0.00
H -1.69178 1.24874 3.66966 0.00
H -1.81378 -0.26736 2.80156 0.01
H -4.53228 0.32364 1.64506 0.00
H -3.24008 -0.41276 0.69906 0.00
H -4.06768 1.01744 0.10076 0.00
H -0.27548 3.94134 -1.53104 0.00
H -0.80558 3.17994 -3.02394 0.00
H 0.37322 2.36784 -1.98674 0.00
H -2.62848 4.11674 -0.60184 0.00
H -3.73358 2.76104 -0.85174 0.00
H -3.04198 3.59734 -2.22924 0.00
H -1.19078 0.33534 -2.06624 0.04
H -2.25038 1.31754 -3.09914 0.00
H -2.89208 0.54144 -1.65754 0.01
H -1.51588 4.53014 1.74836 0.00
H -0.56598 4.79774 0.29056 0.00
H 0.09132 5.23344 1.86356 0.00
H -0.63588 2.97534 3.51196 0.00
H 1.04452 3.46234 3.38906 0.00
H 0.60012 1.77624 3.10536 0.00
H 1.50092 3.44784 -0.16784 0.00
H 1.98092 2.17204 0.95406 0.04
H 2.12052 3.87984 1.42456 0.00
C -0.28048 -5.36696 -0.78344 0.00
C -0.00298 -4.34096 -1.84524 0.03
C -0.27368 -4.62576 -3.17974 0.01
C -0.02128 -3.67146 -4.15524 -0.01
C -0.23738 -3.99146 -5.61034 0.00
C 0.44662 -2.42056 -3.79564 -0.01
C 0.72712 -2.07536 -2.45414 0.02
C 0.52532 -3.11096 -1.51204 0.00
N 1.15062 -0.86056 -1.99994 0.07
C 2.06002 -0.07356 -2.84544 0.03
C 2.67822 1.01004 -1.94404 -0.04
C 3.20132 -0.97016 -3.36184 -0.01
C 1.40822 0.64564 -4.04724 0.00
H -0.47408 -6.34406 -1.22554 0.00
H -1.16168 -5.07136 -0.21114 0.00
H 0.55442 -5.44876 -0.09054 0.00
H -0.65648 -5.59706 -3.46224 0.00
H -0.61538 -5.00406 -5.73404 0.00
H 0.70082 -3.91236 -6.16264 0.00
H -0.94678 -3.29786 -6.06314 0.00
H 0.56972 -1.70206 -4.58804 0.00
H 0.83592 -2.92036 -0.48144 0.02
H 3.59902 0.65944 -1.48704 0.00
H 1.96892 1.21834 -1.13234 0.02
H 2.89652 1.93064 -2.47864 0.00
H 3.68172 -1.45506 -2.51394 0.00
H 3.93962 -0.37416 -3.89544 0.00
H 2.83342 -1.74456 -4.03124 0.00
H 0.46922 1.09994 -3.75684 0.00
H 1.22992 -0.01776 -4.88614 0.00
H 2.07862 1.42664 -4.40084 0.00